# 1
This record from OMol25 describes a cluster of 2 separate species, C2H5O8S2 in total at a distorted geometry. The level of theory is ωB97M-V/def2-TZVPD.

Last column: Löwdin charge in e.
Positions of all 17 atoms, in Å:
C: -1.4482 1.4694 0.2813  -0.459
C: 0.2502 0.1215 1.0934  -0.313
O: -0.5753 -0.0766 -1.6352  -0.482
O: -1.6817 -1.4950 0.0614  -0.288
O: 0.6485 -1.8235 -0.6757  -0.343
O: -2.6731 0.9792 0.8638  -0.158
O: 1.3318 0.6350 0.8345  -0.067
O: 3.5913 -0.8846 0.4911  -0.150
O: 3.4202 -1.3051 -0.8390  -0.141
O: -2.6853 1.2671 -2.0412  -0.486
S: -1.3451 1.4996 -1.5147  0.938
S: -0.4556 -0.9180 -0.3148  0.596
H: -1.1119 2.3923 0.7847  0.079
H: -0.2723 -0.0038 1.9320  0.065
H: -2.6948 -0.0188 0.7961  0.066
H: 2.5130 -1.8192 -0.8276  0.090
H: 3.1884 -0.0193 0.7099  0.055

- Maximum force: 7.2 eV/Å
- Relative energy (zero: lowest compared OMol25 entry of this formula, charge and spin): 70.79 kcal/mol
- Lowest unoccupied orbital energy: 3.24 eV
- Kohn-Sham gap: 0.273 Eh
- Charge: -1



# 2
This record from OMol25 describes a cluster of 4 separate species, C5H16O3 in total at a distorted geometry. The level of theory is ωB97M-V/def2-TZVPD.

Last column: Löwdin charge in e.
Positions of all 24 atoms, in Å:
C: 1.3717 1.3843 1.0317  -0.081
C: 1.3902 0.9878 -0.4733  -0.207
C: 0.1401 1.5110 -1.1456  -0.383
C: 0.0017 2.7365 -1.6153  0.031
C: -0.8428 0.4012 -1.4330  -0.070
H: 1.2064 0.5410 1.6928  0.050
H: 2.3454 1.7136 1.3823  0.066
H: 0.5579 2.0775 1.1884  0.069
H: 2.2758 1.4395 -0.9244  0.107
H: 1.4386 -0.0901 -0.5955  0.091
H: -0.9210 3.1118 -2.0535  0.058
H: 0.7567 3.5076 -1.7284  0.062
H: -0.5238 -0.2618 -2.2314  0.088
H: -0.8384 -0.3130 -0.6109  0.040
H: -1.8345 0.8224 -1.4814  0.075
H: -2.8793 0.1010 1.2505  0.052
H: -2.5284 -1.1316 0.5453  0.020
O: -2.1784 -0.5613 1.2361  -0.054
H: 1.2983 -2.6574 1.9500  0.033
H: 2.3007 -1.6689 1.2669  0.012
O: 2.0422 -2.5884 1.3483  -0.054
H: -1.1407 -4.2991 0.2245  0.040
H: -1.7058 -2.9524 0.3725  0.000
O: -1.7326 -3.8112 0.8032  -0.045

- SMILES: C=C(C)CC.O.O.O
- Maximum force: 1.8 eV/Å
- Relative energy (zero: lowest compared OMol25 entry of this formula, charge and spin): 28.41 kcal/mol
- Lowest unoccupied orbital energy: 0.38 eV
- Kohn-Sham gap: 0.356 Eh



# 3
This record from OMol25 describes a cluster of 2 separate species, C34H29NP in total at a distorted geometry. The level of theory is ωB97M-V/def2-TZVPD.

Last column: Löwdin charge in e.
Positions of all 65 atoms, in Å:
C: 2.3012 3.9276 -2.4305  -0.067
C: 1.2667 3.8705 -3.3708  -0.068
C: 0.1173 3.1241 -3.1085  -0.071
C: 0.0198 2.3944 -1.9089  -0.319
P: -1.3235 1.2025 -1.7022  1.023
C: -0.7504 -0.2801 -2.5778  -0.296
C: -1.6104 -1.3861 -2.7039  -0.072
C: -1.1075 -2.6081 -3.1571  -0.061
C: 0.2349 -2.7249 -3.5322  -0.063
C: 1.0663 -1.6022 -3.5029  -0.065
C: 0.5712 -0.3786 -3.0507  -0.062
C: -1.3382 0.7719 0.0532  -0.302
C: -2.0662 1.5987 0.9233  -0.083
C: -2.1378 1.2809 2.2788  -0.078
C: -1.5038 0.1348 2.7677  -0.062
C: -0.7348 -0.6576 1.9121  -0.058
C: -0.6561 -0.3487 0.5527  -0.059
C: -2.9238 1.7144 -2.1960  -0.290
C: -3.4348 1.2277 -3.4026  -0.417
N: -3.9162 0.8621 -4.4190  0.097
C: 1.0304 2.5055 -0.9401  -0.074
C: 2.1801 3.2480 -1.2153  -0.069
H: 3.2012 4.5062 -2.6426  0.111
H: 1.3595 4.4054 -4.3168  0.112
H: -0.7004 3.0841 -3.8303  0.116
H: -2.6644 -1.2879 -2.4359  0.112
H: -1.7644 -3.4761 -3.2163  0.112
H: 0.6329 -3.6868 -3.8568  0.112
H: 2.1059 -1.6767 -3.8243  0.112
H: 1.2196 0.4996 -3.0555  0.106
H: -2.5762 2.4803 0.5306  0.090
H: -2.6922 1.9314 2.9542  0.078
H: -1.6112 -0.1300 3.8192  0.111
H: -0.1954 -1.5197 2.3024  0.114
H: -0.0695 -0.9751 -0.1204  0.114
H: -3.4411 2.5219 -1.6836  0.021
H: 0.9259 1.9965 0.0186  0.105
H: 2.9826 3.2881 -0.4791  0.110
C: -3.2441 6.5634 3.5935  -0.027
C: -3.9461 5.6509 2.6420  -0.226
C: -4.0988 4.3034 2.9907  -0.020
C: -4.6245 3.4061 2.0867  -0.019
C: -5.0105 3.8109 0.7723  -0.188
C: -5.3565 2.7954 -0.1674  0.105
C: -6.5172 2.8685 -0.9974  -0.195
C: -7.4897 1.8323 -0.8884  0.010
C: -8.7553 1.9975 -1.4279  -0.046
C: -9.0538 3.1360 -2.1926  -0.026
C: -8.0495 4.0790 -2.4545  -0.040
C: -6.7900 3.9494 -1.8758  -0.007
C: -5.0293 5.2138 0.5113  0.035
C: -4.4792 6.1032 1.4252  0.002
H: -3.1008 7.5569 3.1632  0.087
H: -3.8052 6.6780 4.5286  0.102
H: -2.2637 6.1543 3.8671  0.100
H: -3.7611 3.9677 3.9738  0.133
H: -4.7602 2.3590 2.3681  0.127
H: -4.9722 1.7949 0.0396  0.131
H: -7.2374 0.9491 -0.2989  0.128
H: -9.5204 1.2420 -1.2483  0.120
H: -10.0602 3.2755 -2.5908  0.122
H: -8.2583 4.9295 -3.1053  0.120
H: -5.9997 4.6680 -2.0936  0.116
H: -5.4485 5.5782 -0.4247  0.107
H: -4.4385 7.1718 1.1968  0.129

- Maximum force: 2.7 eV/Å
- Relative energy (zero: lowest compared OMol25 entry of this formula, charge and spin): 53.02 kcal/mol
- Lowest unoccupied orbital energy: -5.64 eV
- Kohn-Sham gap: 0.152 Eh
- Charge: +1



# 4
This record from OMol25 describes the molecule C8H12ClN at a distorted geometry. The level of theory is ωB97M-V/def2-TZVPD.

Last column: Löwdin charge in e.
Positions of all 22 atoms, in Å:
C: -1.5998 -1.6077 0.2796  -0.136
C: -1.8259 -1.0938 -1.0168  -0.245
C: -1.3274 -0.8210 1.3409  -0.144
C: -1.0005 -0.8189 -1.9819  -0.008
C: -1.3210 0.6491 1.3875  -0.203
C: -0.4881 1.3084 0.3222  -0.624
C: 1.6160 1.7859 -0.7339  -0.078
C: 1.4938 0.0483 0.9351  0.029
N: 0.7706 1.1087 0.0946  -0.259
Cl: -1.2613 2.6432 -0.6469  0.613
H: -1.5581 -2.6667 0.2915  0.105
H: -3.0058 -1.1010 -1.2648  0.162
H: -1.4660 -1.2384 2.3614  0.123
H: -1.3146 -0.2650 -2.8879  0.078
H: -2.3781 0.9336 1.2207  0.126
H: -1.0766 1.0660 2.3021  0.089
H: 0.0776 -0.9556 -1.7604  0.077
H: 1.2307 2.5167 -1.4598  0.014
H: 2.4087 1.1572 -1.1270  0.031
H: 1.6703 0.4437 1.9328  0.101
H: 0.7573 -0.7925 1.0334  0.078
H: 2.3915 -0.1942 0.4218  0.071

- Maximum force: 4.9 eV/Å
- Relative energy (zero: lowest compared OMol25 entry of this formula, charge and spin): 110.52 kcal/mol
- Lowest unoccupied orbital energy: 0.84 eV
- Kohn-Sham gap: 0.276 Eh



# 5
This record from OMol25 describes a structure of composition C49H45F3N4O2PS2W at a distorted geometry. The level of theory is ωB97M-V/def2-TZVPD.

Last column: Löwdin charge in e.
Positions of all 107 atoms, in Å:
W: -0.4476 -0.5671 -0.1840  1.490
C: 0.3183 -3.1352 -1.9936  -0.144
C: -1.1424 -3.5297 -1.9286  -0.103
C: -1.8329 -3.4224 -0.5918  -0.250
C: -2.9061 -4.2766 -0.3701  0.001
C: -3.6509 -4.1801 0.7873  -0.012
C: -3.2811 -3.2408 1.7363  -0.017
C: -2.2002 -2.4317 1.4747  -0.111
N: -1.4822 -2.5041 0.3291  -0.028
N: 0.5759 -1.6760 -1.9240  -0.254
C: 2.0119 -1.4725 -1.6481  -0.109
C: 2.2903 -1.9227 -0.2380  -0.264
C: 3.5159 -2.4190 0.1528  0.010
C: 3.6676 -2.8843 1.4525  -0.009
C: 2.5780 -2.8687 2.3047  -0.016
C: 1.3814 -2.3408 1.8504  -0.099
N: 1.2515 -1.8501 0.6152  -0.020
C: 0.1885 -1.0202 -3.1858  -0.103
C: 0.0772 0.4701 -3.0281  -0.245
C: 0.0884 1.3138 -4.1241  0.013
C: -0.1092 2.6710 -3.9315  -0.010
C: -0.2918 3.1491 -2.6423  -0.008
C: -0.2751 2.2519 -1.5966  -0.093
N: -0.0888 0.9380 -1.7826  -0.038
H: 0.7725 -3.5206 -2.9127  0.143
H: 0.8365 -3.6024 -1.1581  0.130
H: -1.1908 -4.5782 -2.2267  0.134
H: -1.7478 -2.9858 -2.6590  0.110
H: -3.1542 -5.0098 -1.1254  0.128
H: -4.5019 -4.8285 0.9476  0.126
H: -3.8278 -3.1206 2.6603  0.117
H: -1.8654 -1.6975 2.1956  0.061
H: 2.2448 -0.4157 -1.7541  0.094
H: 2.6281 -2.0327 -2.3602  0.151
H: 4.3352 -2.4466 -0.5533  0.130
H: 4.6208 -3.2733 1.7853  0.126
H: 2.6457 -3.2482 3.3140  0.123
H: 0.5098 -2.2711 2.4885  0.087
H: -0.7946 -1.3862 -3.4812  0.127
H: 0.9002 -1.2760 -3.9784  0.148
H: 0.2407 0.9054 -5.1142  0.130
H: -0.1274 3.3448 -4.7775  0.126
H: -0.4542 4.1982 -2.4396  0.122
H: -0.4080 2.5694 -0.5752  0.085
O: 1.2967 0.7341 0.4055  -0.430
P: 2.4300 1.6730 0.7601  0.868
C: 3.9149 1.2512 -0.1680  -0.275
C: 5.0620 0.7788 0.4628  -0.060
C: 6.1723 0.4164 -0.2891  -0.055
C: 6.1431 0.5263 -1.6712  -0.051
C: 5.0028 1.0032 -2.3094  -0.056
C: 3.8957 1.3654 -1.5613  -0.119
C: 2.8426 1.6321 2.5014  -0.285
C: 3.7101 2.6021 3.0077  -0.071
C: 4.0974 2.5551 4.3351  -0.051
C: 3.6159 1.5444 5.1604  -0.050
C: 2.7379 0.5936 4.6623  -0.065
C: 2.3457 0.6352 3.3311  -0.064
C: 2.0663 3.4003 0.4138  -0.291
C: 0.9507 3.9517 1.0513  -0.096
C: 0.6104 5.2751 0.8390  -0.052
C: 1.3917 6.0668 0.0018  -0.052
C: 2.5172 5.5349 -0.6070  -0.054
C: 2.8577 4.2038 -0.4005  -0.065
H: 5.0969 0.6985 1.5420  0.110
H: 7.0634 0.0564 0.2076  0.116
H: 7.0140 0.2570 -2.2540  0.117
H: 4.9879 1.1073 -3.3864  0.115
H: 3.0171 1.7619 -2.0639  0.112
H: 4.0817 3.3944 2.3679  0.120
H: 4.7693 3.3055 4.7290  0.116
H: 3.9208 1.5068 6.1978  0.116
H: 2.3512 -0.1777 5.3148  0.093
H: 1.6322 -0.0811 2.9503  0.066
H: 0.3533 3.3427 1.7218  0.086
H: -0.2533 5.6975 1.3352  0.116
H: 1.1281 7.1035 -0.1603  0.116
H: 3.1400 6.1564 -1.2362  0.115
H: 3.7477 3.8063 -0.8696  0.103
F: -8.9671 0.7032 -4.4637  0.150
C: -8.2839 -0.4378 -4.6105  -0.591
F: -9.0704 -1.4413 -4.1858  0.152
F: -8.0840 -0.6263 -5.9262  0.152
C: -6.9779 -0.4202 -3.8628  -0.106
C: -6.1707 -1.5499 -3.9169  0.004
C: -4.9626 -1.5631 -3.2483  -0.018
C: -4.5483 -0.4443 -2.5186  -0.239
C: -5.3683 0.6829 -2.4710  -0.007
C: -6.5795 0.6947 -3.1435  0.011
C: -3.2985 -0.4635 -1.8172  -0.032
C: -2.2351 -0.4887 -1.2267  -0.144
H: -6.4910 -2.4141 -4.4842  0.132
H: -4.3310 -2.4419 -3.2852  0.108
H: -5.0535 1.5477 -1.9028  0.121
H: -7.2140 1.5688 -3.1065  0.127
S: -2.0741 1.6006 1.9640  0.750
C: -1.3557 0.5527 1.0696  -0.880
C: -1.4404 -2.2095 5.8551  -0.244
S: -0.6860 -0.7049 5.2285  0.848
C: -2.0778 0.3882 5.5221  -0.255
O: -0.5858 -0.8703 3.7371  -0.611
H: -1.4858 -2.1622 6.9426  0.064
H: -0.7980 -3.0351 5.5551  0.055
H: -2.4385 -2.3329 5.4351  0.059
H: -2.4087 0.2829 6.5546  0.065
H: -2.8740 0.1187 4.8285  0.054
H: -1.7495 1.4102 5.3461  0.049

- Maximum force: 1.5 eV/Å
- Relative energy (zero: lowest compared OMol25 entry of this formula, charge and spin): 0.00 kcal/mol
- Lowest unoccupied orbital energy (spin up / spin down): -5.15 / -6.10 eV
- Kohn-Sham gap (spin up / spin down): 0.263 / 0.219 Eh
- 2S+1: 2
- Charge: +2



# 6
This record from OMol25 describes a structure of composition C47H41BrN9O5P2PtS2 at a distorted geometry. The level of theory is ωB97M-V/def2-TZVPD.

Last column: Löwdin charge in e.
Positions of all 108 atoms, in Å:
Pt: 0.6651 -1.5871 -0.3265  0.905
C: -4.4173 5.6085 -1.3785  -0.403
S: -2.6888 6.0468 -1.6790  0.817
C: -2.0177 4.3943 -1.9854  -0.505
C: -1.8524 3.5890 -0.6980  -0.199
C: -0.9781 2.3490 -0.8980  -0.343
N: -0.8750 1.5282 0.3081  -0.488
P: -2.1616 0.3974 0.3981  1.075
C: -3.7296 1.2849 0.7546  -0.386
C: -4.6811 1.6166 -0.2154  -0.124
C: -5.9485 2.0455 0.1554  -0.076
C: -6.2789 2.1493 1.4995  -0.067
C: -5.3485 1.8065 2.4728  -0.065
C: -4.0892 1.3584 2.1012  -0.102
C: -3.0357 -2.8289 -1.3388  -0.198
C: -3.7089 -4.0503 -1.3217  0.041
C: -4.4858 -4.3124 -2.4052  0.038
C: -4.5377 -3.4433 -3.5684  -0.030
C: -3.9401 -2.2477 -3.5739  0.012
C: -3.3736 -1.7427 -2.2907  -0.091
P: 0.6779 0.6829 0.6419  0.824
C: 1.6249 2.3165 0.6076  -0.574
C: 0.9695 3.4371 1.3019  -0.082
C: 1.2716 4.7018 0.9796  -0.057
C: 2.0813 5.0351 -0.1820  -0.053
C: 2.5968 4.0841 -0.9744  -0.023
C: 2.5197 2.6766 -0.5831  -0.213
C: 2.4513 -2.1172 2.0035  -0.397
C: 3.6995 -2.1870 2.6570  -0.100
C: 3.7777 -2.1333 4.0428  -0.068
C: 2.6300 -2.0124 4.8040  -0.075
C: 1.3899 -1.9238 4.1706  -0.069
C: 1.2985 -1.9594 2.7942  -0.062
H: -4.9406 6.5373 -1.1594  0.034
H: -4.5086 4.9355 -0.5258  0.022
H: -4.8470 5.1545 -2.2719  0.038
H: -1.0480 4.5650 -2.4605  0.076
H: -2.6765 3.8882 -2.6971  0.076
H: -2.8158 3.2782 -0.3104  0.078
H: -1.3673 4.2091 0.0504  0.102
H: 0.0060 2.6787 -1.2306  0.137
H: -1.1055 1.3874 -2.8673  0.159
H: -4.4330 1.5445 -1.2713  0.098
H: -6.6811 2.2859 -0.6060  0.111
H: -7.2688 2.4803 1.7879  0.112
H: -5.6180 1.8641 3.5202  0.112
H: -3.3736 1.0515 2.8575  0.104
H: -3.4975 -4.7918 -0.5626  0.147
H: -4.9859 -5.2719 -2.4674  0.133
H: -5.0295 -3.8044 -4.4626  0.124
H: -3.9229 -1.6058 -4.4479  0.132
H: -4.1676 -1.1537 -1.8209  0.184
H: 0.2555 3.2019 2.0816  0.112
H: 0.8300 5.5167 1.5430  0.115
H: 2.1856 6.0805 -0.4476  0.111
H: 3.0805 4.3302 -1.9134  0.115
H: 2.6924 1.9198 -1.3398  0.148
H: 4.6023 -2.2408 2.0664  0.112
H: 4.7483 -2.1792 4.5226  0.117
H: 2.6948 -1.9975 5.8865  0.110
H: 0.4869 -1.8427 4.7653  0.111
H: 0.3379 -1.9215 2.3026  0.076
N: 3.9723 2.4693 6.8904  0.140
C: 3.8528 1.9577 5.6390  -0.294
C: 2.5827 1.7407 5.0761  -0.016
C: 2.4615 1.2327 3.8054  -0.076
C: 3.6133 0.9291 3.0610  -0.408
C: 4.8841 1.1504 3.6156  -0.046
C: 5.0043 1.6581 4.8789  -0.006
S: 3.4961 0.1881 1.5067  1.087
O: 4.8381 0.0548 0.9913  -0.362
O: 3.0577 2.3255 0.7085  -0.132
N: 2.3476 -2.2087 0.6104  -0.163
C: 3.1513 -3.1297 -0.0582  -0.432
N: 3.2609 -2.9940 -1.3797  0.120
C: 3.9013 -3.9478 -2.0404  -0.127
C: 4.4963 -5.0278 -1.4168  -0.054
C: 4.4229 -5.0215 -0.0357  -0.115
N: 3.7528 -4.0987 0.6440  0.136
H: 3.1576 2.6115 7.4579  0.106
H: 4.8714 2.5460 7.3283  0.108
H: 1.7004 1.9720 5.6618  0.117
H: 1.4861 1.0684 3.3634  0.075
H: 5.7594 0.9222 3.0176  0.122
H: 5.9824 1.8354 5.3104  0.119
H: 3.9507 -3.8279 -3.1197  0.112
H: 4.9845 -5.8148 -1.9722  0.099
H: 4.8922 -5.7967 0.5638  0.112
Br: 2.0229 -0.7919 -5.4589  0.749
C: 0.9427 -2.2528 -4.9395  -0.705
C: 0.3554 -3.0628 -5.8962  -0.181
N: -0.4337 -4.0807 -5.5602  0.083
C: -0.6171 -4.3445 -4.2659  -0.076
C: -0.0346 -3.6028 -3.2370  -0.108
C: 0.7414 -2.5113 -3.5992  -0.132
C: -0.2635 -4.0983 -1.8087  -0.574
O: -1.0875 -5.0045 -1.6828  0.036
O: 0.3745 -3.5995 -0.7928  -0.175
H: 0.5118 -2.8892 -6.9556  0.108
H: -1.2572 -5.1825 -4.0217  0.118
H: 1.1960 -1.8855 -2.8572  0.061
O: -2.0024 -2.5614 -0.6751  0.046
N: -1.1962 -1.5465 -1.3180  -0.132
C: -2.0634 -0.8871 -2.2467  -0.370
C: -2.2051 0.4426 -1.4961  -0.214
N: -1.5272 1.4254 -1.9375  0.152
C: -1.4606 -0.6623 -3.5685  -0.119
N: -1.0155 -0.3617 -4.5851  0.249

- Maximum force: 1.7 eV/Å
- Relative energy (zero: lowest compared OMol25 entry of this formula, charge and spin): 131.95 kcal/mol
- Lowest unoccupied orbital energy: -4.46 eV
- Kohn-Sham gap: 0.168 Eh
- Charge: +1